# 1
Here is a cluster of 7 separate species, C48H51F48O7S in total from the Open Molecules 2025 dataset. Energies are from ωB97M-V with the def2-TZVPD basis set.

The geometry in XYZ format:
```
155
Properties=species:S:1:pos:R:3
C -1.14608 2.95707 6.97206
C -2.16181 3.59000 6.39832
C -3.21053 4.23520 5.35634
S -2.46978 4.33984 3.63331
C -0.59096 4.09433 3.71886
C -0.12126 3.81622 2.19922
C 1.47116 3.92850 1.94737
C 2.02754 2.91859 0.80758
C 1.08579 2.77210 -0.49412
C 1.51190 1.49057 -1.43873
C 0.10705 0.84753 -1.99788
C 0.28858 -0.01361 -3.35193
O -0.92344 -0.78448 -3.58065
C -2.07149 0.05676 -3.87686
C -2.66528 6.08944 2.95951
C -2.71158 6.30207 1.38023
C -2.82803 7.71158 0.67120
C -2.89552 8.98701 1.64290
C -2.89130 8.78273 3.22541
C -2.77735 7.36710 3.92494
H -0.27080 2.32941 7.37537
H -3.52411 5.26230 5.76908
H -4.15261 3.55637 5.38572
H -0.30686 3.16383 4.34690
H -0.14805 5.07952 4.10992
H -0.64385 4.46675 1.40709
H -0.42336 2.71167 1.96131
H 1.71333 5.03063 1.64425
H 2.03292 3.77278 2.96085
H 3.04084 3.36299 0.42812
H 2.30588 1.89538 1.28701
H 1.16122 3.71958 -1.17573
H -0.03476 2.63059 -0.27588
H 2.16313 1.83830 -2.31995
H 2.06199 0.72224 -0.75064
H -0.55352 1.77750 -2.25789
H -0.46236 0.29860 -1.15195
H 1.14658 -0.78824 -3.13963
H 0.62407 0.63193 -4.25179
H -2.87529 -0.16729 -3.05893
H -1.85443 1.18549 -3.90846
H -2.58943 -0.20421 -4.88723
H -2.64456 5.33295 0.73563
H -2.85755 7.78690 -0.47233
H -2.95173 10.01428 1.12332
H -2.96578 9.70551 3.92899
H -2.76087 7.21212 5.06257
C 5.66237 -1.00992 2.70572
C 4.50226 -0.00369 2.57088
C 4.13368 0.75693 3.84401
F 3.73061 -0.05762 4.83816
F 3.09591 1.60510 3.60489
F 3.42360 -0.64017 2.04797
F 4.88084 0.91649 1.63163
O 5.30774 -2.38428 2.90205
C 5.02614 -2.78417 4.23269
C 3.56786 -3.21544 4.42430
F 2.70375 -2.22570 4.09223
F 3.32051 -3.52793 5.71939
F 5.40214 -1.80459 5.08297
F 5.84488 -3.83092 4.48755
H 6.18034 -1.00615 1.74133
H 6.41890 -0.67947 3.42397
H 4.97403 1.35601 4.20532
H 3.33366 -4.08509 3.80811
C -1.83786 -5.76179 6.59986
C -2.82933 -5.95359 5.43511
C -2.56866 -7.16851 4.54384
F -1.36821 -7.11874 3.93523
F -3.49389 -7.23549 3.54997
F -2.88543 -4.80961 4.70796
F -4.07266 -6.10000 5.99223
O -0.76502 -4.83361 6.39195
C 0.38057 -5.32596 5.71807
C 0.60299 -4.64976 4.35874
F -0.46249 -4.80650 3.54237
F 1.67122 -5.19113 3.71252
F 0.30565 -6.67062 5.63079
F 1.42921 -5.06610 6.53167
H -2.41440 -5.31943 7.41852
H -1.47826 -6.71391 7.00163
H -2.63011 -8.09874 5.11550
H 0.77874 -3.57748 4.47793
C 1.24671 -3.05358 -5.92266
C 2.48306 -3.27426 -5.02846
C 3.78705 -2.66901 -5.54698
F 4.16065 -3.17939 -6.73648
F 4.80521 -2.93052 -4.68574
F 2.61824 -4.60047 -4.77970
F 2.20695 -2.69652 -3.81918
O 0.88404 -4.12490 -6.80412
C 1.56476 -4.18382 -8.04514
C 2.43591 -5.43736 -8.18398
F 3.35741 -5.51911 -7.19873
F 3.11892 -5.42467 -9.35625
F 2.25550 -3.03870 -8.23072
F 0.60026 -4.19339 -8.99717
H 0.39219 -2.97024 -5.24307
H 1.27646 -2.09191 -6.44409
H 3.70747 -1.58258 -5.64463
H 1.82536 -6.34375 -8.14851
C -8.04653 -6.88029 1.23120
C -9.20393 -7.46960 2.06192
C -10.08791 -6.45168 2.78172
F -9.40496 -5.70836 3.67471
F -11.06351 -7.08522 3.48364
F -8.70390 -8.38669 2.92713
F -9.99736 -8.17092 1.19613
O -6.75364 -6.84954 1.85002
C -6.48127 -5.74915 2.70081
C -6.28213 -6.16665 4.16226
F -7.36434 -6.81483 4.65085
F -6.08808 -5.08368 4.95652
F -7.44424 -4.81502 2.54584
F -5.34146 -5.18837 2.23030
H -7.91408 -7.55219 0.37720
H -8.30468 -5.91589 0.78328
H -10.57587 -5.77908 2.07075
H -5.42135 -6.82850 4.26552
C 2.41023 -2.31623 -11.54639
C 2.60353 -0.80985 -11.28090
C 1.65969 0.12271 -12.03915
F 1.78838 0.01877 -13.37599
F 1.92835 1.41946 -11.73225
F 3.90124 -0.48491 -11.50481
F 2.39766 -0.61235 -9.94197
O 3.28751 -2.91955 -12.50633
C 2.91837 -2.79879 -13.86945
C 3.91536 -1.96353 -14.68089
F 4.05506 -0.71768 -14.17443
F 3.49546 -1.81789 -15.96237
F 1.65330 -2.33491 -13.95109
F 2.88263 -4.06133 -14.35797
H 2.65514 -2.82405 -10.60854
H 1.36351 -2.57572 -11.73220
H 0.61626 -0.07026 -11.77454
H 4.90225 -2.43415 -14.69125
C 2.55095 8.71261 3.88153
C 1.66755 7.67525 4.60271
C 0.17961 8.01315 4.68079
F -0.06033 9.15370 5.35433
F -0.49558 7.03185 5.34419
F 2.18308 7.43546 5.83347
F 1.79137 6.49803 3.91289
O 3.25372 9.64987 4.70580
C 2.53204 10.79822 5.11946
C 2.31890 10.84872 6.63668
F 1.65997 9.75639 7.08704
F 1.57176 11.92507 6.98509
F 1.37790 10.87649 4.42221
F 3.27254 11.86191 4.73095
H 3.34730 8.14361 3.39105
H 2.02419 9.20939 3.06093
H -0.25969 8.10027 3.68317
H 3.27493 10.90528 7.16418
```

Properties
**HOMO energy**: -11.41 eV
**E**: -206190.289 eV
**Multiplicity**: 1
**Kohn-Sham gap**: 7.6 eV
**Net charge**: +1
**Energy above the lowest of the compared OMol25 structures with the same formula, charge and spin**: 1049.7 kJ/mol

=====

# 2
Here is a structure of composition C48H52BrCl72N2O2PS from the Open Molecules 2025 dataset. Energies are from ωB97M-V with the def2-TZVPD basis set.

The geometry in XYZ format:
```
179
Properties=species:S:1:pos:R:3
C -0.88236 1.78055 2.76181
C -1.17150 3.36539 2.49530
P -2.89244 3.91561 3.05580
C -2.86822 4.82078 4.71670
C -2.55251 3.68063 5.84758
C -3.83177 4.85361 1.72036
C -3.21441 5.80023 0.62445
C -1.64264 6.08282 0.56367
C -0.99065 5.31490 -0.69579
C 0.59500 5.57608 -0.82909
C 1.42497 4.27009 -0.36253
C 2.53026 3.79157 -1.43422
C 3.89595 3.22829 -0.78468
C 3.73036 2.15290 0.40111
C 4.20533 0.66726 -0.00218
C 3.35555 -0.06410 -1.16729
C 1.78476 -0.24594 -0.86838
C 1.45851 -1.72206 -0.26315
C 1.39816 -1.76022 1.34583
O 0.09785 -2.27638 1.72100
C -0.07420 -2.30296 3.16517
C -4.12921 6.50974 -0.39804
Br -3.44459 7.72586 -1.83858
C -5.70661 6.32796 -0.39453
N -6.64792 6.93222 -1.33059
S -8.14245 6.34356 -0.74179
N -7.79900 5.37130 0.61276
C -6.35396 5.41591 0.71385
C -5.40257 4.69890 1.72897
O -6.00545 3.89406 2.73967
C -5.97859 2.47761 2.43615
C -6.77803 2.09259 1.09186
C -5.78567 1.96897 -0.18636
C -7.45375 0.61909 1.27305
C -8.98302 0.69469 1.78737
C -9.08954 0.97190 3.36980
C -9.68199 -0.74473 1.47185
H -1.78934 1.17907 2.41642
H -0.02217 1.51554 2.03357
H -0.60272 1.57040 3.85889
H -0.96580 3.53587 1.38674
H -0.40833 3.91831 3.17285
H -2.15730 5.71374 4.77825
H -3.95711 5.14883 4.93483
H -1.47127 3.70441 6.21233
H -2.70708 2.62843 5.38448
H -3.31172 3.75536 6.71747
H -1.09295 5.92435 1.55088
H -1.54635 7.21362 0.31982
H -1.47325 5.69314 -1.67863
H -1.29801 4.20196 -0.63489
H 0.85058 6.43856 -0.11643
H 0.91817 5.90124 -1.88879
H 1.99716 4.56907 0.59965
H 0.76799 3.35899 -0.10972
H 2.75796 4.61863 -2.20994
H 2.07860 2.91919 -2.05044
H 4.54652 2.73452 -1.60232
H 4.42920 4.14491 -0.33339
H 4.42918 2.49145 1.26276
H 2.68697 2.08612 0.86107
H 5.33245 0.67081 -0.20328
H 4.04977 0.01049 0.94325
H 3.51425 0.52477 -2.14409
H 3.78147 -1.13566 -1.23649
H 1.31197 0.60878 -0.25452
H 1.24145 -0.20786 -1.89213
H 2.20424 -2.49153 -0.65786
H 0.38713 -1.97620 -0.61477
H 2.21763 -2.46270 1.73141
H 1.64043 -0.71617 1.75164
H 0.78389 -1.77659 3.71376
H -1.03072 -1.68412 3.37654
H -0.26831 -3.36928 3.57340
H -6.54444 1.95680 3.30344
H -4.93453 2.00370 2.42578
H -7.57280 2.90214 0.93268
H -4.89968 2.69332 -0.11459
H -6.40263 2.28498 -1.11004
H -5.36663 0.90328 -0.32367
H -6.75881 0.05393 1.99939
H -7.47977 0.15482 0.22637
H -9.51278 1.51873 1.18100
H -8.35670 0.26040 3.90493
H -10.18219 0.77578 3.68111
H -8.77351 2.06336 3.54189
H -9.03384 -1.33265 0.72521
H -10.72025 -0.52025 1.05074
H -9.75847 -1.29095 2.48645
C -0.74921 -4.91692 -0.47341
Cl -0.09873 -5.12169 -2.11709
Cl -1.90075 -6.22327 -0.11989
Cl 0.59088 -4.98340 0.69012
Cl -1.57568 -3.34159 -0.34745
C 3.50930 7.59202 1.95091
Cl 3.93175 7.12085 0.28977
Cl 2.03800 6.73125 2.45581
Cl 4.84640 7.16881 3.04311
Cl 3.21989 9.34362 2.01513
C 4.40349 -4.87993 -0.94944
Cl 3.75724 -3.88796 -2.27411
Cl 4.04455 -4.10548 0.61072
Cl 3.65022 -6.48894 -0.99616
Cl 6.16529 -5.04198 -1.13593
C 3.34822 -4.87443 4.68595
Cl 4.81090 -5.88201 4.67605
Cl 2.19401 -5.52485 5.87274
Cl 3.77816 -3.20789 5.12979
Cl 2.61975 -4.88407 3.06517
C 7.09064 10.17808 1.80311
Cl 6.00476 10.79075 0.53721
Cl 7.53862 8.49751 1.43652
Cl 8.55580 11.18166 1.86166
Cl 6.26563 10.24247 3.37717
C 0.22746 -5.82478 -6.17662
Cl 0.25468 -6.95642 -7.54606
Cl -0.48765 -4.28330 -6.69532
Cl -0.74358 -6.51299 -4.85756
Cl 1.88643 -5.54617 -5.60408
C 4.22035 4.25649 -5.09305
Cl 4.40753 5.54835 -3.88676
Cl 5.08644 4.70617 -6.57741
Cl 4.89326 2.74261 -4.45043
Cl 2.49668 4.03079 -5.45613
C 6.94722 -7.37687 7.86651
Cl 7.55970 -7.58629 6.21021
Cl 5.77589 -8.66187 8.23105
Cl 8.30139 -7.46684 9.01301
Cl 6.15397 -5.79385 8.01138
C 6.76121 -9.53676 -2.09356
Cl 6.12397 -10.83883 -3.12210
Cl 5.43788 -8.44345 -1.63365
Cl 7.48859 -10.23878 -0.63169
Cl 7.99557 -8.62462 -2.98951
C 0.17846 10.17359 -2.84075
Cl -0.88285 9.06870 -3.73832
Cl -0.72998 11.63146 -2.38822
Cl 0.76547 9.36005 -1.37365
Cl 1.56241 10.63196 -3.86036
C 5.63907 -6.51265 -6.03638
Cl 5.00002 -5.52324 -7.36759
Cl 5.27057 -5.72897 -4.48462
Cl 4.88673 -8.12179 -6.08036
Cl 7.39964 -6.67652 -6.21347
C -4.93335 -4.72757 -2.82924
Cl -4.78297 -4.73978 -1.06020
Cl -3.37444 -5.16578 -3.55214
Cl -6.17078 -5.90124 -3.33248
Cl -5.40335 -3.10227 -3.37231
C 9.78076 -7.59126 1.78104
Cl 8.61766 -7.25003 0.48211
Cl 10.73219 -9.03071 1.35753
Cl 10.86819 -6.20064 1.98290
Cl 8.90919 -7.88485 3.30252
C -7.50921 -8.75478 -0.85025
Cl -8.64546 -8.43721 -2.17881
Cl -6.50290 -10.16223 -1.25447
Cl -6.47110 -7.33421 -0.60717
Cl -8.41960 -9.08563 0.63983
C -1.73857 -4.34974 6.41957
Cl -1.33071 -5.55898 5.18279
Cl -0.26704 -3.87764 7.29879
Cl -2.44864 -2.91996 5.64017
Cl -2.91109 -5.04316 7.56009
C -7.18836 -10.22475 -5.67548
Cl -8.90750 -10.51158 -5.32925
Cl -6.74731 -8.58060 -5.16581
Cl -6.20054 -11.40548 -4.78830
Cl -6.89806 -10.40180 -7.41941
C 6.60683 -1.72790 -4.32297
Cl 5.37145 -0.46134 -4.49068
Cl 6.22219 -3.07981 -5.41048
Cl 8.19952 -1.06193 -4.74590
Cl 6.63438 -2.31019 -2.64399
C 1.69856 7.57765 -7.40993
Cl 1.27412 8.64859 -8.76331
Cl 1.68736 8.50447 -5.89415
Cl 0.51157 6.25888 -7.30533
Cl 3.32024 6.89911 -7.67724
```

Properties
**HOMO energy**: -7.73 eV
**E**: -1049458.626 eV
**Multiplicity**: 1
**Kohn-Sham gap**: 6.4 eV